{
  "formula": "C4H4O2",
  "method": "ωB97M-V with the def2-TZVPD basis set",
  "symbols": ["C", "C", "C", "O", "C", "O", "H", "H", "H", "H"],
  "coordinates": [[-2.0220, 0.6897, -0.1449], [-1.1190, -0.0955, -0.0037], [0.1947, -0.7504, 0.1791], [0.6743, -1.4160, -0.9457], [1.0525, 0.4801, 0.4882], [1.8237, 0.9077, -0.3332], [-2.8192, 1.3870, -0.2757], [0.1808, -1.4424, 1.0304], [1.1855, -0.7525, -1.4414], [0.8486, 0.9922, 1.4469]],
  "nbo_charge": [-0.208, -0.041, -0.067, -0.682, 0.437, -0.523, 0.244, 0.217, 0.489, 0.134],
  "homo_ev": -10.3,
  "relative_energy_kj_mol": 198.37,
  "total_energy_ha": -305.20390,
  "lumo_energy_ha": 0.0241,
  "smiles": "C#C[C@@H](O)C=O",
  "charge": 0
}